Formula: C26H35NO7
Source: the OMol25 dataset
Level of theory: the ωB97M-V functional and the def2-TZVPD basis

XYZ file:
```
69
Properties=species:S:1:pos:R:3:nbo_charge:R:1
C -3.3327 3.4702 -1.4761 -0.30
C -2.0474 3.3300 -2.1518 -0.28
C -1.1673 2.0747 -1.6484 0.00
C -0.9658 0.7853 -2.5007 -0.27
C -0.1194 -0.3863 -1.8671 0.22
N 0.0716 -1.6051 -2.6694 -0.83
C 0.4802 -0.2310 -0.4461 -0.16
C 0.2983 1.0946 0.3748 -0.09
C -0.5273 2.2543 -0.2156 -0.20
C 0.9392 1.3152 1.8259 0.53
O 1.0996 2.4825 2.2845 -0.53
C 1.3772 -0.0148 2.5981 -0.26
C 1.5448 -1.2456 1.8903 -0.03
C 1.9426 -2.5189 2.8147 -0.57
C 0.9406 -2.7416 4.0366 0.44
O 0.7857 -1.9526 5.0109 -0.54
C 1.3223 -1.3807 0.3007 0.53
O 1.7866 -2.3790 -0.3253 -0.52
H -4.3316 3.2702 -1.9731 0.25
H -3.2690 3.7472 -0.3581 0.20
H -1.6504 4.0528 -2.9354 0.22
H -1.4389 0.7359 -3.5325 0.23
H 0.8158 -1.4905 -3.3792 0.38
H -0.7954 -1.7329 -3.2289 0.36
H -0.6652 3.1877 0.4179 0.25
H 1.5404 0.0952 3.7266 0.26
H 1.8398 -3.4368 2.1267 0.24
H 3.0128 -2.4181 3.1984 0.31
H 0.3363 -3.7189 4.0761 0.13
C -7.2989 5.0545 -3.7845 -0.74
C -5.9932 5.6196 -3.2981 0.62
C -5.6915 7.0553 -3.6357 -0.72
O -5.2080 4.9423 -2.6551 -0.58
H -7.3823 4.0122 -3.4688 0.23
H -8.1307 5.6179 -3.3554 0.22
H -7.3365 5.0944 -4.8759 0.27
H -6.4518 7.7071 -3.2002 0.23
H -5.6594 7.1829 -4.7198 0.23
H -4.7179 7.3278 -3.2218 0.23
C 6.6995 -3.3213 4.6986 -0.73
C 5.9156 -3.5563 3.4358 0.62
C 6.4976 -4.5079 2.4259 -0.72
O 4.8509 -2.9977 3.2386 -0.58
H 6.1602 -2.6140 5.3327 0.23
H 6.8166 -4.2613 5.2431 0.24
H 7.6769 -2.8989 4.4562 0.23
H 6.6065 -5.4998 2.8699 0.24
H 7.4663 -4.1387 2.0826 0.23
H 5.8261 -4.5800 1.5674 0.24
C -5.5775 5.5933 -8.4534 -0.72
C -6.2076 4.3896 -7.8051 0.61
C -5.9790 3.0521 -8.4565 -0.72
O -6.8766 4.4937 -6.7927 -0.57
H -5.8261 6.4868 -7.8767 0.23
H -4.4915 5.4795 -8.4720 0.23
H -5.9627 5.7132 -9.4681 0.23
H -4.9108 2.8257 -8.4752 0.23
H -6.3820 3.0593 -9.4715 0.23
H -6.4911 2.2774 -7.8819 0.24
C 6.2288 -5.8198 8.3502 -0.72
C 6.2348 -6.9448 7.3494 0.60
C 5.1925 -8.0196 7.5081 -0.72
O 7.0525 -6.9842 6.4454 -0.55
H 7.0335 -5.1206 8.1125 0.23
H 5.2767 -5.2866 8.3045 0.23
H 6.3940 -6.2155 9.3545 0.23
H 4.1942 -7.5845 7.4249 0.23
H 5.3111 -8.5127 8.4753 0.23
H 5.3169 -8.7636 6.7184 0.24
```

Values from the calculation:
- Frontier orbital gap: 6.515 eV
- E_tot: -1592.7755 Eh
- Energy relative to the best compared isomer or geometry (same formula, charge and spin): 1234.5 kJ/mol
- SMILES: C=Cc1cc(N)c2c(c1)C(=O)C=C(CC=O)C2=O.CC(C)=O.CC(C)=O.CC(C)=O.CC(C)=O